Formula: C35H72F24N9O33S8
Source: OMol25
Level of theory: wB97M-V/def2-TZVPD

```
181
Properties=species:S:1:pos:R:3:mulliken_charge:R:1
C -0.02 1.71 -4.77 0.429
C 0.17 2.02 -6.19 -0.182
O 0.71 3.00 -6.59 -0.509
N -0.01 0.86 -7.15 -0.024
H -0.59 0.10 -6.83 0.325
H -0.48 1.13 -8.01 0.413
C 1.43 0.31 -7.58 -0.469
H -1.07 1.60 -4.48 0.112
H 0.26 2.58 -4.17 0.186
H 0.50 0.83 -4.39 -0.034
H 1.67 0.94 -8.44 0.356
H 1.29 -0.75 -7.83 0.394
H 2.17 0.38 -6.78 0.009
C 0.15 -1.79 4.84 1.016
C -0.57 -2.27 6.11 0.012
O -0.03 -2.95 7.01 -0.533
N -2.04 -1.92 6.17 0.224
H -2.22 -1.14 5.56 0.299
H -2.52 -2.64 5.65 0.372
C -2.60 -1.75 7.58 -0.818
H -0.24 -0.80 4.62 -0.296
H -0.13 -2.41 3.98 -0.381
H 1.23 -1.81 4.97 0.087
H -3.62 -1.42 7.40 0.368
H -2.01 -1.01 8.12 0.334
H -2.55 -2.69 8.13 0.340
C 4.00 -3.95 -2.59 -0.918
C 4.82 -3.34 -1.42 0.878
O 5.97 -2.87 -1.69 -0.587
N 4.48 -3.85 -0.06 0.277
H 3.47 -3.74 0.01 0.118
H 4.73 -4.82 -0.01 0.463
C 5.16 -2.94 1.07 -0.565
H 3.77 -3.20 -3.35 0.097
H 3.02 -4.39 -2.40 0.171
H 4.53 -4.78 -3.05 0.519
H 6.22 -2.84 0.86 0.425
H 4.91 -3.53 1.96 0.391
H 4.69 -1.95 1.08 0.021
C 0.29 2.69 3.81 0.442
C 0.79 3.99 4.24 0.044
O 1.96 4.20 4.50 -0.512
N -0.25 5.07 4.67 -0.033
H -1.16 4.65 4.79 0.395
H 0.04 5.35 5.60 0.409
C -0.32 6.19 3.61 -0.631
H 0.99 2.02 3.32 -0.435
H -0.56 2.72 3.13 -0.191
H -0.05 2.15 4.69 0.580
H 0.46 6.95 3.58 0.257
H -1.29 6.65 3.80 0.385
H -0.30 5.62 2.68 0.171
C 7.54 1.45 0.73 -1.533
C 6.10 1.40 1.16 0.433
O 5.29 0.65 0.65 -0.137
N 5.66 2.42 2.23 0.562
H 5.06 1.95 2.91 0.006
H 6.39 2.68 2.87 0.498
C 4.97 3.59 1.56 -0.636
H 8.29 1.29 1.49 0.435
H 7.80 2.44 0.34 0.406
H 7.79 0.67 0.01 0.328
H 4.39 4.05 2.36 0.403
H 4.24 3.29 0.80 0.074
H 5.74 4.30 1.24 0.332
C -6.12 -2.43 -0.53 -0.720
C -5.43 -3.83 -0.52 0.702
O -5.78 -4.83 -1.16 -0.494
N -4.28 -3.95 0.48 0.289
H -3.95 -3.08 0.87 0.402
H -4.70 -4.43 1.27 0.449
C -3.04 -4.84 0.07 -0.113
H -5.89 -1.77 0.31 0.106
H -7.19 -2.63 -0.44 0.490
H -6.04 -1.95 -1.51 0.012
H -3.58 -5.74 -0.23 0.565
H -2.46 -4.88 0.99 -0.110
H -2.54 -4.28 -0.72 -0.173
C -6.30 3.21 1.48 -0.371
C -6.06 4.55 0.80 0.512
O -6.90 5.42 0.74 -0.500
N -4.74 4.60 0.00 0.673
H -4.89 3.94 -0.75 -0.107
H -4.78 5.43 -0.56 0.716
C -3.41 4.42 0.70 -0.452
H -7.38 3.11 1.50 0.405
H -5.86 3.26 2.48 0.241
H -5.93 2.36 0.92 -0.166
H -3.54 3.81 1.59 0.018
H -3.15 5.48 0.73 0.515
H -2.80 3.77 0.08 0.007
C 3.16 1.85 -2.81 0.197
C 3.89 0.84 -3.56 0.219
O 3.33 -0.15 -4.05 -0.461
N 5.42 1.03 -3.72 0.017
H 5.68 1.37 -4.64 0.387
H 5.64 1.72 -3.02 0.360
C 6.14 -0.33 -3.30 -0.743
H 3.47 1.96 -1.76 0.000
H 2.15 1.49 -2.64 -0.748
H 3.23 2.85 -3.24 0.693
H 5.96 -0.38 -2.22 0.245
H 7.20 -0.10 -3.43 0.425
H 5.89 -1.20 -3.90 0.294
C 1.54 -0.20 1.17 1.520
C 1.29 -0.87 -0.16 0.517
O 2.06 -1.63 -0.78 -0.774
N -0.19 -0.97 -0.66 2.397
H -0.24 -1.63 -1.42 -0.445
H -0.75 -1.37 0.08 -0.552
C -0.72 0.32 -1.15 1.253
H 1.52 -0.94 1.97 -0.275
H 0.77 0.52 1.41 -1.100
H 2.55 0.20 1.20 0.052
H -0.06 0.77 -1.89 -0.436
H -0.90 1.00 -0.31 -0.415
H -1.63 0.07 -1.70 -0.132
C 1.35 5.09 0.04 0.243
F 0.23 5.90 -0.10 -0.195
F 2.25 5.39 -0.89 -0.210
F 1.83 5.26 1.28 -0.148
S 0.84 3.24 -0.14 0.784
O 2.06 2.51 0.26 -0.293
O -0.38 3.11 0.60 -0.394
O 0.67 3.04 -1.58 -0.503
C -4.42 0.15 -2.90 -0.109
F -4.93 -0.84 -3.70 -0.226
F -3.93 -0.43 -1.81 0.095
F -3.44 0.86 -3.46 -0.062
S -5.81 1.36 -2.32 1.251
O -6.56 1.75 -3.54 -0.740
O -6.58 0.53 -1.35 -0.698
O -5.27 2.56 -1.68 -0.917
C 0.45 -3.42 -4.01 0.422
F 0.73 -3.55 -5.29 -0.220
F 0.47 -4.61 -3.42 -0.151
F 1.36 -2.63 -3.39 -0.053
S -1.19 -2.62 -3.75 0.557
O -1.31 -2.81 -2.25 -0.623
O -0.99 -1.26 -4.14 -0.304
O -2.24 -3.36 -4.53 -0.633
C 4.06 -1.19 4.78 0.502
F 5.40 -1.20 4.55 -0.265
F 3.36 -1.46 3.64 -0.034
F 3.77 -2.02 5.69 -0.178
S 3.48 0.55 5.26 0.977
O 2.00 0.48 5.38 -0.513
O 4.21 0.77 6.49 -0.730
O 3.96 1.48 4.20 -0.910
C 1.13 -4.95 3.18 0.360
F 2.07 -4.08 3.50 -0.135
F 1.55 -6.23 3.19 -0.208
F 0.06 -4.75 4.01 -0.219
S 0.60 -4.52 1.27 1.130
O 1.90 -4.28 0.62 -1.096
O -0.12 -5.76 0.85 -0.590
O -0.29 -3.35 1.32 -0.625
C -3.58 1.07 2.13 -0.037
F -4.94 0.96 2.43 -0.238
F -3.35 1.48 0.85 0.178
F -2.95 1.87 3.04 -0.188
S -2.80 -0.72 2.28 1.034
O -3.53 -1.66 1.38 -0.923
O -1.41 -0.58 1.87 -0.825
O -2.96 -1.07 3.70 -0.997
C -2.03 -6.83 -2.67 0.468
F -1.25 -5.99 -2.09 -0.092
F -3.29 -6.34 -2.81 -0.201
F -1.61 -7.31 -3.85 -0.249
S -2.13 -8.39 -1.60 1.225
O -2.70 -7.97 -0.28 -0.685
O -3.08 -9.31 -2.23 -0.743
O -0.83 -9.03 -1.61 -0.692
C -2.96 4.45 -3.65 0.421
F -3.79 3.39 -3.78 -0.160
F -2.33 4.30 -2.50 -0.121
F -2.12 4.57 -4.66 -0.240
S -4.03 6.00 -3.51 1.142
O -4.64 6.00 -2.16 -0.788
O -3.14 7.10 -3.73 -0.721
O -5.03 6.00 -4.57 -0.675
```

As for the multiplicity: 1. For the HOMO energy, the calculation gives -7.43 eV. Its molar mass is 1859.479 u. Its charge is +1.